Formula: C30H23BF6O3S
Source: OMol25
Level of theory: the ωB97M-V functional and the def2-TZVPD basis

XYZ file:
```
64
Properties=species:S:1:pos:R:3:forces:R:3
C -4.1844 0.4568 -2.1772 -0.52 0.15 0.21
C -2.8476 -0.1660 -2.1925 1.37 -0.75 -0.27
C -2.4796 -1.4041 -2.7102 -0.09 0.47 0.57
C -1.0776 -1.6075 -2.7300 0.78 1.42 0.67
C -0.3416 -0.5070 -2.2295 -2.07 -0.21 -2.83
B -2.5239 -0.8728 2.2744 0.39 0.22 -2.33
C 0.9322 -0.1113 -2.8287 0.72 -0.06 0.20
C 1.3925 1.2173 -2.7804 0.07 -0.23 -0.07
C 2.6257 1.5598 -3.3194 0.02 -0.27 -0.14
C 3.1375 2.9694 -3.2080 0.30 0.74 0.30
F 4.4509 2.9829 -2.8097 -1.04 0.09 -0.37
F 3.0822 3.6618 -4.3889 0.03 -0.56 0.97
F 2.4341 3.6897 -2.2824 0.61 -0.44 -0.83
C 3.4393 0.6031 -3.9316 0.00 0.05 0.22
C 2.9869 -0.7099 -3.9684 -0.09 0.04 -0.11
C 3.8925 -1.8176 -4.4319 0.34 -0.65 -0.11
F 4.3547 -2.5253 -3.3398 -0.33 0.46 -1.05
F 3.2372 -2.7145 -5.2344 0.62 0.63 0.66
F 4.9892 -1.3893 -5.1127 -0.86 -0.30 0.50
C 1.7370 -1.0670 -3.4738 0.11 0.42 0.16
O -3.4512 0.1330 2.1259 -0.45 -0.99 0.11
C -4.7488 -0.5209 2.1785 -0.10 0.55 0.27
C -4.4645 -2.0154 2.3577 0.20 -0.37 0.02
O -3.0286 -2.1223 2.5848 -0.37 0.78 -0.35
S -1.4677 0.7220 -1.6324 -0.11 -0.83 -1.57
H -4.8474 -0.0815 -2.8616 0.04 0.08 0.18
H -4.6249 0.4587 -1.1739 -0.05 0.04 -0.14
H -4.1028 1.4914 -2.5197 -0.19 -0.07 0.07
H -3.1949 -2.1199 -3.1151 0.14 0.24 0.16
H -0.5809 -2.4997 -3.1116 -0.30 0.34 -0.12
H 0.7678 1.9819 -2.3277 0.21 -0.11 0.00
H 4.4134 0.8699 -4.3375 -0.23 -0.07 0.16
H 1.4021 -2.0959 -3.5667 0.16 0.16 0.12
H -5.3296 -0.1172 3.0209 0.22 0.01 -0.30
H -5.2839 -0.3232 1.2381 0.20 0.05 0.33
H -5.0062 -2.4469 3.2048 0.19 0.04 -0.13
H -4.7206 -2.5730 1.4440 0.21 0.04 0.34
C -0.5218 1.2192 6.5017 0.21 0.06 -0.35
C -0.8862 -0.0341 5.9917 -0.34 0.30 -0.19
C -0.9530 -0.2430 4.6150 0.10 0.31 0.07
C -0.5725 0.7847 3.7066 0.44 0.21 1.52
C -0.4687 0.5400 2.3100 0.62 -0.96 -0.04
O 0.3928 1.3696 1.6687 -1.25 0.76 -0.58
C 1.3302 0.7645 0.8322 1.27 -0.67 -0.06
C 0.9918 -0.4623 0.2309 1.00 0.50 -0.05
C 2.0766 -1.2002 -0.3115 -0.75 0.25 0.10
C 3.3437 -0.6398 -0.3750 0.47 0.06 -0.06
C 3.6014 0.6391 0.1203 0.33 -0.24 -0.50
C 2.5865 1.3554 0.7380 -0.74 -0.28 0.53
C -0.4102 -0.7633 0.2110 -1.52 -2.34 3.45
C -1.0025 -0.6311 1.6397 0.38 0.81 0.57
C -0.0919 2.0094 4.2462 -0.25 -0.29 0.10
C -0.0887 2.2257 5.6181 -0.27 -0.39 0.18
H -0.5575 1.4044 7.5772 0.16 -0.09 -0.35
H -1.1302 -0.8528 6.6723 0.00 0.29 -0.22
H -1.2377 -1.2366 4.2476 0.22 0.40 0.22
H 1.8987 -2.2095 -0.7007 0.01 0.44 0.07
H 4.1544 -1.1996 -0.8459 -0.23 0.11 0.18
H 4.6016 1.0673 0.0247 -0.35 -0.09 -0.01
H 2.7518 2.3395 1.1713 -0.02 -0.22 0.00
H -0.7607 -1.6829 -0.2548 0.28 0.19 0.12
H -0.5535 -1.5152 2.1489 0.41 0.25 -0.29
H 0.2723 2.7828 3.5724 -0.13 -0.23 0.15
H 0.2645 3.1793 6.0098 -0.14 -0.22 -0.08
```
Forces are in eV/Å.

## Properties
Frontier orbital gap in eV: 4.151
Spin multiplicity: 1